1.
A molecular structure, C25H12Cl5MgN5O10S, computed with ωB97M-V/def2-TZVPD.

Values from the calculation:
* frontier orbital gap: 0.214 hartree
* lowest unoccupied orbital energy: 3.55 eV
* net charge: -2
* relative energy (zero: lowest compared OMol25 entry of this formula, charge and spin): 50.4 kcal per mole

Each line ends with the natural charge from an NBO analysis.
Positions of all 59 atoms, in Å:
Mg -0.426 0.040 0.007  1.764
O 1.052 -1.050 -0.373  -1.050
C 0.756 -1.893 -1.422  0.102
C 0.548 -1.187 -2.744  -0.150
C 1.150 -1.665 -3.883  -0.115
C 0.924 -1.062 -5.119  -0.095
C 0.068 0.019 -5.240  -0.160
C -0.547 0.508 -4.113  -0.313
C -0.332 -0.062 -2.841  0.426
O -0.927 0.449 -1.819  -0.909
N 1.602 -1.555 -6.290  0.537
O 1.315 -1.064 -7.373  -0.453
O 2.361 -2.503 -6.168  -0.431
H 1.554 -2.639 -1.566  0.145
H 1.816 -2.516 -3.818  0.227
H -0.100 0.462 -6.213  0.223
H -1.225 1.347 -4.166  0.205
Cl 2.084 2.408 1.724  -0.024
C 0.368 2.511 2.096  0.050
C -0.518 1.820 1.295  -0.565
C -1.846 2.036 1.608  -0.049
Cl -3.038 1.246 0.555  -0.017
C -2.307 2.783 2.682  -0.100
Cl -3.995 2.932 3.026  0.021
C -1.366 3.399 3.495  -0.086
Cl -1.868 4.311 4.877  0.016
C -0.014 3.279 3.191  -0.143
Cl 1.158 4.070 4.197  0.008
O -0.532 -3.351 2.642  -0.601
C -0.664 -2.888 1.550  0.809
O -1.359 -1.594 1.455  -0.770
C -0.299 -3.422 0.259  -0.241
C 0.343 -4.631 0.300  -0.067
C 0.550 -5.364 -0.879  -0.145
C -0.155 -5.004 -2.054  -0.120
C -0.764 -3.796 -2.092  -0.009
C -0.508 -2.734 -1.075  -0.265
N -1.681 -3.537 -3.176  0.521
O -2.303 -2.486 -3.135  -0.421
O -1.752 -4.327 -4.104  -0.442
N 1.209 -6.605 -0.822  0.520
O 1.275 -7.292 -1.842  -0.474
O 1.711 -6.961 0.245  -0.480
H 0.625 -5.068 1.247  0.247
H -0.267 -5.707 -2.864  0.261
H -1.384 -2.072 -1.049  0.227
C 3.046 -0.765 2.929  -0.660
C 1.759 -0.322 3.548  0.302
C 1.703 0.484 4.685  -0.337
C 0.453 0.796 5.183  0.081
N -0.675 0.345 4.638  -0.502
C -0.488 -0.403 3.554  0.249
S -1.990 -1.011 2.862  0.624
N 0.644 -0.741 2.970  -0.487
H 3.747 -1.095 3.695  0.205
H 3.501 0.060 2.380  0.239
H 2.850 -1.572 2.227  0.263
H 2.603 0.850 5.158  0.216
H 0.346 1.432 6.054  0.192

Force components x, y, z for each atom (eV/Å):
Mg 0.2980 0.3029 0.0470
O 0.2628 -0.0108 0.1287
C 0.0489 -0.0134 0.1264
C -0.0374 -0.0678 -0.2637
C 0.1205 0.0265 0.1974
C 0.3637 -0.0661 -0.2266
C -0.2183 0.2886 0.0739
C 0.0981 -0.0140 -0.3147
C 0.1833 -0.0735 -0.0015
O -0.3547 -0.0083 0.3650
N -0.8759 -0.4216 0.4565
O 0.2445 0.2857 -0.4811
O 0.4713 -0.0673 -0.0889
H 0.1154 -0.0091 -0.0685
H -0.0170 0.0137 -0.0385
H 0.0180 -0.0286 0.0562
H -0.0732 0.0812 -0.0158
Cl -0.1799 0.0247 -0.0246
C 0.4101 -0.0089 0.0025
C -0.2363 -0.0774 0.1333
C -0.4189 -0.1972 -0.3342
Cl 0.1504 0.2281 0.2217
C -0.1673 0.0187 -0.0289
Cl 0.0614 0.0122 0.0154
C 0.0284 0.1515 0.1474
Cl -0.0181 -0.0325 -0.0324
C 0.1067 0.1639 0.0359
Cl -0.0405 0.0140 -0.0680
O 0.0224 -0.2264 0.2120
C -0.2099 0.2936 -0.3165
O -0.0240 -0.1928 -0.5668
C 0.0587 -0.0877 0.2673
C -0.1716 0.2545 -0.0209
C -0.0021 -0.1359 -0.2011
C -0.0442 0.2540 0.1468
C -0.1672 -0.5942 -0.2604
C -0.4244 -0.0007 0.3139
N 0.8087 0.4783 0.2033
O -0.4219 0.0302 -0.0629
O -0.2921 -0.3187 -0.2392
N -0.0623 0.2661 -0.0165
O 0.0331 -0.2224 -0.1791
O 0.1584 -0.2044 0.2331
H -0.0016 0.0055 0.0187
H 0.0067 -0.0224 -0.0057
H 0.1309 -0.0570 0.0262
C 0.0315 -0.0086 -0.0654
C 0.2913 0.0846 0.1146
C -0.0178 -0.0826 0.0096
C 0.0441 -0.0241 0.0735
N 0.1849 -0.0758 -0.0263
C -0.5253 0.0533 0.2845
S 0.3934 -0.0792 0.0030
N -0.1661 0.0178 -0.0118
H 0.0407 -0.0050 0.0473
H -0.0176 -0.0103 0.0073
H -0.0151 0.0306 -0.0324
H 0.0282 0.0414 0.0040
H -0.0133 0.0231 0.0203



2.
C5H10O in the gas phase, computed with ωB97M-V/def2-TZVPD.

Values from the calculation:
* frontier orbital gap: 0.391 hartree
* lowest unoccupied orbital energy: 0.99 eV
* net charge: 0
* SMILES string: CC[C@H]1C[C@H]1O
* relative energy (zero: lowest compared OMol25 entry of this formula, charge and spin): 27.6 kcal per mole

Each line ends with the natural charge from an NBO analysis.
Positions of all 16 atoms, in Å:
C -2.171 0.183 0.395  -0.599
C -0.895 0.063 -0.435  -0.395
C 0.357 -0.010 0.428  -0.255
C 1.389 -1.085 0.175  -0.433
C 1.700 0.331 -0.166  0.081
O 1.781 0.629 -1.529  -0.702
H -2.169 1.104 0.989  0.200
H -2.274 -0.656 1.093  0.203
H -3.058 0.202 -0.246  0.209
H -0.954 -0.825 -1.074  0.205
H -0.830 0.916 -1.122  0.193
H 0.214 0.288 1.467  0.212
H 1.906 -1.555 1.007  0.217
H 1.201 -1.734 -0.678  0.223
H 2.415 0.867 0.462  0.172
H 1.468 1.534 -1.651  0.468

Force components x, y, z for each atom (eV/Å):
C -0.0652 0.0049 0.0626
C 0.0494 0.0068 -0.0439
C -0.1125 0.0458 0.0356
C 0.1104 -0.1496 0.0165
C 0.0729 -0.0520 0.3165
O -0.0645 0.2296 -0.0804
H 0.0116 -0.1125 -0.0807
H 0.0204 0.0821 -0.1132
H 0.1201 -0.0062 0.1026
H -0.0020 0.1047 0.0541
H -0.0266 -0.0673 0.0892
H 0.0426 -0.0435 -0.1946
H -0.1080 0.1231 -0.1329
H 0.0190 0.1077 0.1498
H -0.1289 -0.1167 -0.1267
H 0.0613 -0.1569 -0.0544



3.
3 unconnected molecules or ions with the total composition C16H28F7O2, computed with ωB97M-V/def2-TZVPD.

Values from the calculation:
* frontier orbital gap: 0.304 hartree
* lowest unoccupied orbital energy: 2.76 eV
* net charge: -1

Each line ends with the natural charge from an NBO analysis.
Positions of all 53 atoms, in Å:
O 1.417 -1.077 2.625  -0.691
C 0.250 -0.575 2.136  0.653
O -0.039 0.856 2.314  -0.753
C -0.729 -1.648 1.317  0.570
F 0.088 -2.057 0.113  -0.353
F -0.944 -2.907 2.087  -0.337
C -2.096 -0.970 0.720  0.585
F -1.857 0.329 -0.002  -0.303
F -2.665 -1.892 -0.330  -0.346
C -3.287 -0.716 1.815  0.940
F -3.650 0.751 1.847  -0.324
F -4.525 -1.399 1.296  -0.333
F -2.951 -1.077 3.211  -0.304
C 4.877 4.880 4.134  -0.608
C 5.399 3.629 3.442  -0.396
C 4.326 2.890 2.639  -0.395
C 3.152 2.347 3.461  -0.412
C 3.532 1.385 4.590  -0.393
C 4.203 0.114 4.094  -0.621
H 4.104 4.641 4.869  0.205
H 5.691 5.386 4.661  0.195
H 4.457 5.581 3.406  0.197
H 5.854 2.962 4.182  0.192
H 6.205 3.922 2.758  0.188
H 4.801 2.067 2.094  0.199
H 3.927 3.567 1.873  0.194
H 2.459 1.837 2.778  0.254
H 2.587 3.184 3.889  0.188
H 2.619 1.108 5.132  0.213
H 4.181 1.885 5.317  0.169
H 3.551 -0.425 3.399  0.255
H 4.420 -0.550 4.937  0.192
H 5.148 0.326 3.588  0.179
C -4.757 -2.740 -6.442  -0.609
C -3.324 -2.919 -5.964  -0.397
C -3.208 -3.063 -4.445  -0.397
C -3.678 -1.850 -3.635  -0.403
C -2.971 -0.531 -3.960  -0.397
C -1.479 -0.563 -3.670  -0.613
H -5.203 -1.823 -6.047  0.203
H -4.784 -2.679 -7.535  0.201
H -5.379 -3.587 -6.135  0.198
H -2.711 -2.084 -6.319  0.194
H -2.912 -3.822 -6.431  0.195
H -2.165 -3.289 -4.192  0.205
H -3.789 -3.938 -4.126  0.196
H -3.539 -2.073 -2.568  0.223
H -4.757 -1.714 -3.773  0.191
H -3.426 0.264 -3.357  0.206
H -3.138 -0.256 -5.007  0.182
H -1.291 -0.793 -2.617  0.224
H -1.033 0.413 -3.887  0.206
H -0.963 -1.307 -4.284  0.192

Force components x, y, z for each atom (eV/Å):
O -6.5187 1.5348 -2.9788
C 4.7973 4.4056 3.6604
O 0.1345 -8.1459 -1.6852
C 2.3170 -0.7244 -0.8368
F -2.6449 0.9719 3.1469
F 0.0208 3.8350 -2.4789
C -0.5544 0.1421 -2.5676
F -0.6082 -4.5632 2.4253
F 1.6894 2.6668 3.0675
C -2.3450 2.0964 0.9298
F 1.1716 -5.1588 0.0355
F 4.0304 2.0739 2.4487
F -1.4376 0.9062 -5.1617
C 0.1047 0.0605 0.1794
C -0.0123 -0.0006 -0.1943
C 0.0675 -0.1475 0.0564
C -0.1772 -0.0221 -0.0966
C -0.1326 0.0360 -0.1099
C 0.0377 -0.2286 0.0186
H 0.0410 0.0367 -0.0985
H -0.0984 0.0531 -0.0085
H -0.0223 -0.0508 0.0719
H -0.0644 -0.0068 -0.0553
H -0.0037 -0.0493 0.0526
H -0.0610 0.0468 0.0416
H 0.0376 -0.0243 0.0543
H 0.0408 0.0345 0.2114
H 0.0257 -0.0276 -0.0587
H 0.0718 0.0688 -0.1203
H 0.0113 0.0615 0.0287
H 0.0245 0.1177 0.1012
H 0.0301 -0.0011 -0.1026
H 0.0313 0.0089 0.0224
C -0.0267 0.0981 -0.1827
C 0.0224 -0.1393 0.0857
C 0.1685 0.0302 0.0263
C -0.1335 0.0045 0.1034
C -0.0795 -0.0680 0.1182
C 0.1391 0.1605 0.0109
H 0.0079 -0.1006 -0.0204
H -0.0955 -0.0066 0.0813
H 0.0114 0.0899 0.0031
H -0.0172 -0.0448 0.0723
H 0.0226 0.0920 0.0380
H -0.0990 0.0317 0.0131
H 0.0373 0.0547 -0.0452
H -0.0055 0.0715 -0.2176
H 0.0491 -0.0406 -0.0062
H 0.0040 -0.0950 -0.0777
H -0.0472 -0.0246 0.0163
H 0.0144 -0.0018 -0.1312
H 0.0275 -0.1436 0.0660
H -0.0045 0.0258 0.0476



Q: Among the records above, which one has the highest lowest unoccupied orbital energy?
A: C25H12Cl5MgN5O10S



Q: Look up the net charge of the first one.
A: -2